This record from OMol25 describes a cluster of 6 separate species, C47H71BClN5O13P2 in total at a distorted geometry. The level of theory is ωB97M-V/def2-TZVPD.

For the HOMO energy, the calculation gives -9.0 eV. Its SMILES is CCC[C@@H](C)[C@](O[C@@](CCCCCCOC)(CC(=O)O)OB(O)O)([C@H](OCCCOCC)P(O)Cl)P(=O)(O)O.c1ccncc1.c1ccncc1.c1ccncc1.c1ccncc1.c1ccncc1. The value obtained for the orbital gap is 9.293 eV. The value obtained for the molar mass is 1022.3 g mol⁻¹. For the total energy, the calculation gives -4253.33605 Ha.

Last column: Mulliken charge in e.
Cartesian coordinates (Å):
C (-1.456, 4.255, -0.356)  -1.0272
C (-0.674, 3.917, 0.911)  -1.0302
C (-1.223, 2.703, 1.660)  -0.5241
C (-0.712, 1.380, 1.042)  1.2945
C (0.631, 1.084, 1.712)  -1.2534
C (-1.770, 0.223, 1.029)  1.3457
O (-1.453, -0.998, 0.381)  -0.6897
C (-0.385, -1.959, 0.468)  0.7097
C (0.712, -1.446, -0.469)  0.7533
C (2.150, -1.833, -0.188)  -0.8806
C (3.168, -1.153, -1.140)  -1.1889
C (2.598, -0.152, -2.136)  0.4360
C (3.700, 0.655, -2.819)  -0.2170
C (3.175, 1.884, -3.569)  -0.4328
O (1.767, 1.865, -3.714)  -0.0851
C (1.345, 2.344, -4.970)  -0.8500
C (0.103, -2.397, 1.839)  -0.4465
C (-0.729, -3.263, 2.797)  -0.3826
O (-0.356, -3.342, 3.988)  -0.7117
O (-1.702, -4.033, 2.319)  -0.5114
O (-0.994, -3.090, -0.152)  -0.3440
B (-0.239, -4.187, -0.532)  0.7625
O (0.197, -5.113, 0.387)  -0.4051
O (0.122, -4.335, -1.865)  -0.5899
C (-2.947, 0.738, 0.167)  -1.0274
O (-4.177, 0.178, 0.587)  -0.1907
C (-5.316, 1.013, 0.433)  -0.0170
C (-6.543, 0.144, 0.289)  -1.0542
C (-6.879, -0.286, -1.128)  -0.4332
O (-7.775, 0.582, -1.782)  -0.4653
C (-7.177, 1.556, -2.612)  0.0423
C (-6.541, 0.973, -3.879)  -1.0134
P (-2.980, 0.415, -1.696)  0.1438
O (-3.048, -1.200, -1.686)  -0.6169
Cl (-1.034, 0.727, -2.281)  -0.0662
P (-2.490, -0.064, 2.730)  0.8786
O (-3.217, -1.342, 2.888)  -0.8576
O (-1.259, 0.066, 3.719)  -0.5418
O (-3.370, 1.200, 3.138)  -0.3238
H (-1.307, 5.292, -0.641)  0.4430
H (-2.521, 4.073, -0.235)  0.1628
H (-1.099, 3.663, -1.197)  0.1582
H (0.356, 3.722, 0.615)  0.3028
H (-0.653, 4.776, 1.576)  0.5404
H (-2.301, 2.811, 1.646)  -0.0276
H (-0.890, 2.753, 2.693)  0.5365
H (-0.488, 1.595, 0.002)  -0.0183
H (1.327, 1.875, 1.439)  0.5639
H (1.091, 0.157, 1.414)  -0.3353
H (0.550, 1.101, 2.792)  0.4060
H (0.646, -0.368, -0.414)  -1.5828
H (0.421, -1.686, -1.485)  0.8298
H (2.424, -1.604, 0.838)  0.4015
H (2.269, -2.913, -0.284)  0.4762
H (3.922, -0.638, -0.550)  0.1904
H (3.689, -1.924, -1.703)  0.3430
H (2.023, -0.661, -2.905)  0.2676
H (1.943, 0.562, -1.646)  -0.3203
H (4.298, 0.016, -3.466)  0.3274
H (4.376, 0.997, -2.040)  0.0510
H (3.637, 1.922, -4.555)  0.1001
H (3.503, 2.789, -3.056)  0.2449
H (0.322, 2.695, -4.878)  0.1682
H (1.388, 1.540, -5.706)  0.2945
H (1.967, 3.171, -5.304)  0.3881
H (1.002, -2.992, 1.704)  0.9940
H (0.408, -1.554, 2.445)  0.5391
H (-2.192, -3.555, 1.642)  0.5027
H (-0.079, -5.990, 0.112)  0.2213
H (-0.625, -4.315, -2.460)  0.2787
H (-3.011, 1.822, 0.228)  0.4500
H (-5.185, 1.669, -0.427)  0.4187
H (-5.428, 1.654, 1.315)  0.0284
H (-7.398, 0.648, 0.731)  0.4956
H (-6.363, -0.747, 0.889)  0.3978
H (-7.347, -1.266, -1.103)  0.4303
H (-5.950, -0.400, -1.693)  0.0344
H (-7.978, 2.235, -2.882)  0.4299
H (-6.444, 2.149, -2.065)  0.0754
H (-6.655, -0.107, -3.866)  0.2826
H (-7.004, 1.362, -4.776)  0.3298
H (-5.472, 1.163, -3.903)  0.2273
H (-3.723, -1.455, -2.317)  0.3644
H (-1.360, -0.575, 4.440)  0.4114
H (-3.798, 1.642, 2.406)  -0.0195
C (-4.231, -1.034, 7.770)  -0.5349
C (-4.068, -0.880, 9.137)  -0.3055
C (-3.136, 0.042, 9.593)  -0.3070
N (-2.384, 0.789, 8.790)  -0.5288
C (-2.550, 0.628, 7.479)  -0.3182
C (-3.455, -0.263, 6.921)  -0.2025
H (-4.946, -1.742, 7.372)  0.4182
H (-4.649, -1.461, 9.840)  0.3654
H (-2.983, 0.190, 10.656)  0.3572
H (-1.925, 1.246, 6.843)  0.6238
H (-3.553, -0.345, 5.846)  0.3984
C (6.546, 2.248, -9.045)  -0.1165
C (5.837, 1.247, -8.401)  -0.7427
C (4.929, 1.610, -7.418)  0.0540
N (4.699, 2.869, -7.056)  -0.2739
C (5.387, 3.820, -7.682)  -0.2307
C (6.316, 3.564, -8.679)  -0.4898
H (7.263, 2.006, -9.818)  0.3722
H (5.982, 0.205, -8.651)  0.3499
H (4.354, 0.854, -6.893)  0.3520
H (5.183, 4.837, -7.368)  0.3674
H (6.845, 4.379, -9.154)  0.3530
C (-2.474, 4.670, 5.562)  -0.2985
C (-3.214, 4.352, 4.434)  -0.0512
C (-3.176, 5.221, 3.354)  -0.2831
N (-2.470, 6.348, 3.335)  -0.5948
C (-1.768, 6.643, 4.426)  -0.3254
C (-1.735, 5.842, 5.559)  -0.4493
H (-2.473, 4.015, 6.424)  0.4727
H (-3.801, 3.446, 4.389)  0.3230
H (-3.739, 5.004, 2.451)  0.4635
H (-1.203, 7.567, 4.389)  0.3727
H (-1.143, 6.132, 6.415)  0.4052
C (2.869, -9.336, 0.649)  -0.2396
C (1.978, -8.587, 1.399)  -0.4688
C (0.729, -8.321, 0.859)  -0.2958
N (0.338, -8.733, -0.344)  -0.5490
C (1.207, -9.447, -1.055)  -0.2545
C (2.476, -9.777, -0.605)  -0.3392
H (3.853, -9.568, 1.033)  0.3726
H (2.239, -8.213, 2.379)  0.3816
H (0.001, -7.744, 1.420)  0.6734
H (0.867, -9.770, -2.033)  0.3607
H (3.139, -10.363, -1.225)  0.3594
C (9.470, -0.281, -0.720)  -0.1107
C (8.646, 0.477, 0.096)  -0.6482
C (7.419, 0.886, -0.405)  -0.0700
N (6.988, 0.593, -1.629)  -0.2488
C (7.790, -0.135, -2.401)  -0.0642
C (9.034, -0.596, -1.996)  -0.6616
H (10.435, -0.621, -0.366)  0.3683
H (8.944, 0.747, 1.099)  0.3554
H (6.745, 1.478, 0.205)  0.3632
H (7.415, -0.358, -3.394)  0.3719
H (9.642, -1.186, -2.668)  0.3547

Cartesian forces, eV/Å:
C 0.36 -0.09 -0.08
C 0.03 0.02 -0.16
C 0.42 0.18 -0.27
C 0.24 -0.22 0.18
C 0.05 0.28 0.12
C -0.09 0.75 0.10
O -0.07 -0.55 0.53
C -0.29 -0.09 -0.49
C 0.27 0.69 0.49
C 0.22 -0.38 -0.38
C -0.18 -0.02 -0.06
C 0.32 0.14 -0.18
C -0.21 0.07 0.49
C 0.43 -0.33 -0.33
O -0.08 0.11 0.16
C 0.01 0.01 0.17
C -0.44 0.36 0.83
C 1.09 -0.20 2.63
O -1.10 0.16 -3.27
O -0.18 0.21 0.94
O 0.05 0.03 0.11
B 0.31 0.09 -0.30
O -0.46 0.53 0.02
O -0.22 -0.77 0.45
C 0.09 -0.02 -0.57
O -0.11 -0.25 -0.10
C -0.02 0.17 0.05
C -0.04 -0.13 0.19
C 0.14 -0.15 0.11
O -0.14 0.03 0.01
C -0.01 0.17 -0.28
C 0.21 -0.15 0.39
P 0.10 0.20 0.33
O -0.13 -0.26 -0.15
Cl -0.02 0.23 -0.29
P -0.93 -1.67 -0.34
O 0.63 0.41 -0.04
O 0.17 0.07 0.47
O 0.32 0.33 0.28
H -0.08 0.16 0.02
H -0.22 0.10 0.02
H -0.13 -0.20 -0.11
H 0.24 0.06 0.12
H -0.09 0.10 0.12
H -0.13 -0.03 0.19
H -0.20 -0.07 0.24
H -0.13 -0.13 -0.22
H 0.09 0.10 -0.07
H 0.10 -0.26 -0.09
H -0.02 -0.10 0.10
H 0.01 0.08 -0.08
H -0.09 -0.20 -0.10
H -0.06 0.13 0.18
H -0.01 -0.17 0.06
H 0.16 0.01 0.13
H 0.18 -0.09 -0.04
H -0.32 -0.04 0.02
H -0.18 0.02 0.08
H 0.02 -0.12 -0.16
H 0.24 0.03 0.00
H 0.05 0.05 -0.16
H -0.22 0.22 0.13
H -0.18 -0.05 0.03
H 0.01 -0.04 -0.24
H 0.07 0.14 -0.14
H 0.07 -0.14 -0.12
H 0.13 0.28 0.03
H 0.08 0.09 -0.52
H 0.53 -0.45 -0.18
H -0.14 0.51 -0.36
H 0.09 0.22 0.10
H 0.01 0.11 -0.12
H 0.06 0.11 0.15
H -0.19 0.05 -0.07
H 0.04 -0.08 0.15
H -0.15 -0.10 -0.01
H 0.10 0.01 -0.16
H -0.16 0.06 0.03
H 0.10 0.03 0.16
H -0.17 -0.15 -0.13
H -0.03 0.04 -0.19
H 0.12 0.14 -0.15
H -0.17 -0.28 -0.21
H 0.18 -0.13 -0.03
H -0.30 -0.01 -0.19
C 0.00 -0.02 0.03
C 0.00 0.00 -0.02
C 0.00 0.00 0.04
N 0.02 0.03 0.01
C 0.01 0.03 -0.05
C 0.01 0.03 -0.11
H 0.00 -0.01 -0.01
H 0.00 0.00 0.02
H -0.02 -0.02 0.01
H -0.01 -0.01 -0.03
H -0.02 -0.02 0.00
C -0.01 0.00 0.01
C 0.02 0.02 -0.02
C -0.03 -0.04 0.04
N -0.04 -0.01 0.04
C 0.00 0.05 0.01
C 0.01 -0.03 -0.01
H 0.01 0.00 -0.01
H -0.01 -0.02 0.00
H 0.01 -0.02 -0.01
H 0.01 0.02 -0.02
H 0.00 0.02 0.00
C 0.01 0.00 0.00
C -0.02 -0.02 0.00
C -0.02 -0.03 -0.02
N 0.01 0.01 -0.04
C 0.03 0.03 0.02
C 0.01 -0.01 -0.01
H -0.01 0.00 0.02
H 0.01 -0.02 0.01
H -0.02 -0.01 0.01
H 0.02 0.00 0.02
H 0.01 0.01 0.01
C 0.01 0.01 -0.01
C 0.02 -0.04 -0.01
C -0.06 0.04 0.08
N -0.04 0.07 -0.02
C 0.00 -0.01 -0.04
C 0.00 0.01 0.02
H 0.01 0.00 0.00
H -0.02 0.01 0.02
H 0.03 -0.03 0.09
H 0.02 -0.01 -0.01
H 0.00 -0.01 -0.02
C 0.00 0.00 0.00
C 0.01 -0.01 -0.01
C -0.02 0.01 0.03
N 0.01 0.03 0.03
C -0.01 -0.02 -0.05
C 0.00 0.00 0.01
H 0.01 0.00 0.00
H -0.01 0.01 0.01
H 0.02 0.01 0.02
H 0.02 -0.02 -0.01
H 0.00 -0.01 -0.02